{
  "formula": "C2H7NO",
  "method": "wB97M-V/def2-TZVPD",
  "gap_ev": 9.9,
  "homo_ev": -8.9,
  "e_lumo_ev": 1.0,
  "energy_ev": -5723.67213,
  "relative_energy_kcal_mol": 36.2,
  "elements": ["C", "N", "C", "O", "H", "H", "H", "H", "H", "H", "H"],
  "coordinates": [[0.67396, -0.67339, 1.46072], [-0.07289, 0.21501, 0.68309], [0.19328, 0.53151, -0.65233], [-0.81518, 0.00541, -1.65078], [1.76802, -0.45614, 1.42089], [0.40788, -0.57538, 2.54103], [0.75960, -1.84406, 1.19701], [-0.91688, 0.42958, 1.08250], [1.12314, -0.02383, -0.81588], [0.30648, 1.59324, -0.79064], [-1.61996, 0.17953, -1.06061]],
  "mulliken_charge": [-0.86, -0.22, -0.21, -0.52, 0.27, 0.32, 0.24, 0.20, 0.23, 0.27, 0.29]
}